Density functional theory data (wB97M-V/def2-TZVPD) for C23H27CuN7O5P as an isolated structure in a non-equilibrium geometry.

XYZ file:
```
64
C23H27CuN7O5P (wB97M-V/def2-TZVPD)
Cu -0.15781 -1.37559 -1.13238
N 1.24636 -3.43676 -0.78574
N 1.69356 -3.87389 -2.03165
C 1.79552 -2.99917 -3.04362
N 2.33428 -3.43694 -4.17787
N 1.30975 -1.76868 -2.80431
N 1.50744 -0.78120 -3.72433
O 2.19787 -0.93194 -4.73114
O 0.88767 0.25835 -3.51466
H 2.01455 -3.01655 -0.26970
H 0.82657 -4.20210 -0.28160
H 2.17019 -4.75444 -2.10535
H 2.67812 -4.37685 -4.26572
H 2.54102 -2.75260 -4.88480
O 3.66772 -1.41822 -0.08796
C 2.87816 -0.52234 0.09029
O 1.56488 -0.74451 0.19337
C 3.15351 0.92753 0.21954
C 4.41066 1.47982 0.39385
C 4.51343 2.84815 0.58066
C 3.36993 3.64310 0.59636
C 2.11345 3.08543 0.40303
C 2.00755 1.71588 0.20006
P 0.46371 0.76109 0.02787
C -0.63867 1.91470 -0.90656
C -0.11802 2.81515 -1.83504
C -0.96770 3.54454 -2.65925
C -2.34094 3.37291 -2.58101
C -2.87060 2.44306 -1.69236
C -2.02486 1.70635 -0.87850
C -0.18864 0.70483 1.73653
C -1.20639 1.55645 2.17722
C -1.62385 1.53978 3.50285
C -1.02427 0.68719 4.41590
C 0.00420 -0.14577 3.99555
C 0.41729 -0.13948 2.67222
H 5.28420 0.83987 0.39999
H 5.48411 3.30454 0.72657
H 3.46230 4.70913 0.76127
H 1.22941 3.71164 0.41844
H 0.95354 2.93463 -1.93592
H -0.54938 4.24091 -3.37590
H -3.00043 3.95054 -3.21690
H -3.94194 2.29142 -1.64218
H -2.43423 0.95780 -0.20801
H -1.65021 2.27577 1.50800
H -2.40221 2.22095 3.82467
H -1.33968 0.68464 5.45225
H 0.50210 -0.79498 4.70560
H 1.22308 -0.79243 2.36922
C -4.46631 -1.62538 1.90530
N -3.08865 -2.07036 2.12956
C -2.76524 -2.68719 3.41717
C -2.23059 -2.08715 1.13626
N -1.46427 -2.10398 0.26711
H -5.15595 -2.46810 1.97269
H -4.55323 -1.17817 0.91904
H -4.73566 -0.88473 2.65708
H -3.37403 -3.57931 3.57130
H -2.96131 -1.97685 4.21920
H -1.71398 -2.95952 3.43955
O -1.60850 -0.80575 -2.69750
H -1.01903 -0.21501 -3.19272
H -2.28954 -0.22020 -2.34292
```

The HOMO energy (spin up / spin down) comes out at -9.7 / -11.2 eV. For the largest force on an atom, the calculation gives 1.08 eV Å⁻¹. As for the net charge: +1. The energy relative to the best compared isomer or geometry (same formula, charge and spin) comes out at 34.2 kcal per mole. The total energy comes out at -3633.68282 a.u. For the LUMO energy (spin up / spin down), the calculation gives -2.37 / -3.69 eV. Its multiplicity is 2. The calculation puts the HOMO-LUMO gap (spin up / spin down) at 7.332 / 7.500 eV.